Entry 1:
{
  "formula": "C8H14BrN4O2PSSn",
  "method": "wB97M-V/def2-TZVPD",
  "elements": ["Sn", "Br", "C", "C", "C", "C", "N", "C", "H", "H", "H", "H", "S", "C", "N", "N", "C", "P", "O", "O", "C", "N", "H", "H", "H", "H", "H", "H", "H", "H", "H", "H"],
  "xyz": [[-0.145979, -1.115443, 0.812095], [4.581434, 2.595016, 1.109510], [3.859516, 1.010186, 0.427783], [4.641254, 0.097599, -0.261223], [4.049297, -1.062499, -0.741296], [2.709021, -1.274403, -0.514045], [1.957933, -0.383450, 0.154347], [2.522479, 0.743454, 0.618514], [5.694211, 0.289648, -0.417247], [4.628823, -1.796300, -1.287620], [2.217610, -2.170891, -0.866630], [1.892220, 1.430633, 1.163841], [0.185385, 1.547923, 4.421507], [-0.075916, 1.073063, 2.964573], [-0.288274, 0.737991, 1.821821], [-3.564518, -0.855191, -2.566469], [-3.786050, 0.494431, -1.913324], [-2.189150, 0.992986, -1.161164], [-1.250030, 1.571697, -2.143878], [-1.793611, -0.289101, -0.419883], [-2.632788, 2.313445, 0.024616], [-1.342575, 2.892944, 0.551674], [-4.393357, -1.204998, -3.036899], [-3.268939, -1.527527, -1.862142], [-2.813218, -0.803780, -3.252789], [-4.566654, 0.399339, -1.161064], [-4.087568, 1.205881, -2.675485], [-3.252152, 1.961866, 0.848141], [-3.154798, 3.096555, -0.523112], [-0.898455, 2.221156, 1.205059], [-1.483863, 3.773550, 1.036175], [-0.697087, 3.053668, -0.227117]],
  "atomic_forces_ev_per_a": [[-0.1, -0.2, 0.1], [0.0, 0.1, 0.0], [0.1, 0.1, 0.0], [0.1, -0.1, -0.1], [0.3, 0.0, -0.1], [-0.1, 0.2, 0.1], [-0.1, 0.1, 0.0], [-0.2, -0.3, -0.1], [0.0, 0.0, 0.0], [0.0, 0.1, 0.1], [-0.1, -0.1, 0.0], [0.0, -0.1, 0.0], [0.0, 0.1, 0.1], [0.1, -0.2, 0.4], [0.0, 0.0, 0.0], [0.0, 0.5, 0.2], [0.0, -0.1, -0.1], [0.6, 0.0, -0.2], [-0.2, -0.1, 0.2], [0.1, -0.1, 0.0], [0.2, 0.1, 0.2], [-0.7, 0.3, -0.5], [-0.3, -0.1, -0.1], [0.1, -0.2, 0.2], [0.2, 0.1, -0.2], [-0.1, -0.1, -0.1], [-0.1, 0.0, -0.1], [0.1, 0.1, 0.1], [0.0, 0.0, 0.0], [0.2, -0.5, 0.0], [-0.2, 0.3, 0.1], [0.0, 0.0, -0.1]],
  "total_energy_ev": -114564.5468,
  "charge": 2
}



Entry 2:
{
  "formula": "C15H50N2O10",
  "method": "wB97M-V/def2-TZVPD",
  "elements": ["N", "C", "N", "O", "H", "H", "H", "H", "C", "C", "O", "H", "H", "H", "H", "H", "H", "C", "C", "O", "H", "H", "H", "H", "H", "H", "C", "C", "O", "H", "H", "H", "H", "H", "H", "C", "C", "O", "H", "H", "H", "H", "H", "H", "C", "C", "O", "H", "H", "H", "H", "H", "H", "C", "O", "H", "H", "H", "H", "C", "O", "H", "H", "H", "H", "C", "O", "H", "H", "H", "H", "C", "O", "H", "H", "H", "H"],
  "xyz": [[3.282133, -1.075075, -2.337169], [2.675903, -1.146581, -1.182529], [2.992201, -2.215688, -0.460262], [1.781999, -0.195293, -0.662042], [3.124980, -0.230329, -2.951237], [3.819073, -1.824973, -2.768643], [2.659227, -2.292109, 0.512456], [3.724967, -2.912655, -0.808433], [-3.105499, -3.011798, -0.552945], [-3.427037, -2.423434, 0.776762], [-4.452382, -3.033756, 1.429573], [-3.927068, -3.238768, -1.207321], [-2.806315, -4.014037, -0.450994], [-2.275565, -2.575912, -1.131726], [-3.720801, -1.358526, 0.655237], [-2.536751, -2.251123, 1.400536], [-4.700909, -2.371013, 2.059020], [1.047812, 3.405060, -1.480392], [1.618350, 4.805849, -1.429350], [3.012378, 4.853703, -1.581470], [0.099693, 3.377336, -0.911277], [1.732798, 2.842451, -0.914541], [0.797603, 3.209083, -2.529423], [1.398293, 5.227369, -0.375316], [1.078991, 5.479176, -2.053750], [3.285318, 5.800957, -1.594483], [0.172336, 0.479005, 4.732929], [-0.749711, 1.109456, 3.709885], [-0.967290, 2.414815, 4.076345], [-0.051816, 0.847860, 5.725112], [1.222492, 0.709334, 4.532987], [0.205187, -0.566649, 4.804113], [-1.701234, 0.621263, 3.925582], [-0.400210, 1.061721, 2.668242], [-1.334363, 2.334274, 4.978712], [-0.085684, -2.179224, 2.060701], [1.250506, -1.853210, 2.578888], [2.230761, -2.700503, 2.074819], [-0.081941, -2.426889, 0.969120], [-0.719113, -1.362855, 2.176491], [-0.465015, -3.073482, 2.567357], [1.387163, -1.841046, 3.651678], [1.438933, -0.863827, 2.194783], [3.040737, -2.727238, 2.549651], [2.722732, 1.672286, 1.940728], [2.140112, 3.082499, 1.966772], [0.779935, 3.031659, 1.732687], [2.614746, 1.214269, 0.994328], [2.351610, 0.944062, 2.682886], [3.767087, 1.754269, 2.085003], [2.674579, 3.671175, 1.182002], [2.440326, 3.599094, 2.880832], [0.589580, 2.390781, 1.002478], [-0.146943, 0.814682, -3.467261], [0.009645, -0.462738, -4.116522], [-0.086555, 1.517676, -4.283254], [0.488217, 0.955477, -2.645973], [-1.181767, 0.883543, -3.088142], [-0.100363, -1.145978, -3.455272], [-1.265034, 0.152111, -0.157226], [-0.278057, 1.061288, 0.096937], [-1.848480, 0.564692, -0.998327], [-1.853912, -0.013625, 0.749879], [-0.816868, -0.748434, -0.537104], [0.539705, 0.763075, -0.327132], [-3.832666, -0.208593, -2.696351], [-3.791430, 1.139885, -2.392989], [-2.813492, -0.660826, -2.766627], [-4.218332, -0.243998, -3.736552], [-4.377853, -0.876061, -1.992913], [-3.625867, 1.215420, -1.432789], [-0.560672, -3.207541, -3.411954], [-0.119662, -2.388480, -2.329587], [0.268405, -3.698481, -3.903706], [-1.124561, -2.623942, -4.196575], [-1.258273, -4.006092, -3.053509], [0.342976, -2.955873, -1.752443]],
  "atomic_forces_ev_per_a": [[0.3, 2.6, -3.6], [-3.9, 3.5, 3.5], [1.1, -1.9, 0.1], [4.8, -4.7, -2.9], [0.0, -1.6, 1.2], [-0.4, 0.4, 0.6], [0.1, -0.2, -0.4], [-1.6, 1.7, 0.8], [0.6, -0.6, -0.8], [1.4, 3.3, -1.0], [-1.0, -1.5, 0.6], [-0.9, 1.0, -0.3], [0.9, -1.7, 0.8], [-0.5, 0.5, 0.5], [0.0, -0.1, -0.6], [0.1, -0.9, -0.1], [-0.7, 0.0, 0.8], [-1.3, 2.0, -0.5], [-1.1, 1.0, 3.5], [0.9, 0.8, -0.8], [0.4, 0.2, -0.4], [0.9, -1.6, -0.1], [0.6, -0.9, 0.4], [0.1, -0.6, -1.2], [-0.2, 0.5, -1.1], [-0.3, -1.2, 0.0], [1.7, 0.9, -0.3], [-0.3, -1.6, 0.8], [-0.4, 2.0, 0.9], [-0.2, 0.2, 0.3], [0.0, 0.5, 0.1], [-0.6, -1.7, -0.1], [-0.4, -0.7, -1.1], [-0.3, -0.1, 0.4], [0.3, 0.6, -0.7], [0.1, -2.9, -0.8], [0.9, 1.6, 0.3], [-0.1, -1.8, -1.7], [0.3, 0.3, 0.8], [-1.2, 1.3, 0.4], [-0.3, 0.2, -0.1], [-0.6, 0.1, 0.4], [0.4, 0.7, 0.1], [0.7, 0.3, 1.0], [-0.1, 0.2, 1.0], [1.4, -0.7, -0.9], [-1.0, 0.2, -0.3], [-0.4, -0.4, -1.2], [-0.2, 0.7, -0.1], [1.4, 0.0, 0.3], [-0.3, -0.3, 0.1], [-0.8, -0.1, 0.3], [0.0, 0.7, 0.9], [-2.3, -1.3, -1.4], [0.3, 0.8, -0.2], [0.5, 0.6, 0.1], [1.3, 0.3, 0.8], [0.2, 0.2, 0.0], [0.3, 0.3, 0.4], [-0.9, 0.1, -0.9], [1.1, 1.5, 0.9], [-0.5, -0.4, 0.5], [-0.2, -0.1, -0.3], [-0.1, -0.8, 0.1], [0.1, -0.3, -0.1], [0.7, -1.6, -1.3], [-0.1, 0.9, 1.6], [-0.3, 0.3, 0.1], [-0.2, -0.4, 0.7], [-0.2, 0.7, -0.4], [-0.1, 0.2, -0.7], [-1.6, -0.8, -0.6], [-1.2, 0.4, -1.2], [0.3, 0.0, -0.2], [0.7, -0.3, 1.1], [0.5, 0.6, -0.2], [1.0, -0.8, 1.3]],
  "total_energy_ev": -39816.0907,
  "smiles": "NC(N)=O.CCO.CCO.CCO.CCO.CCO.CO.CO.CO.CO"
}